a) Molecular formula: C7H9N3O3S2
Method: DFT, ωB97M-V/def2-TZVPD

- HOMO: -8.37 eV
- Net charge: 0

Cartesian coordinates (Å):
S1 -1.239 2.334 1.881
S2 -1.872 -2.109 -0.343
O1 -1.200 3.758 1.727
O2 -0.166 1.950 3.059
O3 -2.503 1.734 2.213
N1 -0.312 0.251 0.507
N2 -0.898 -0.457 1.561
N3 0.105 2.344 -0.434
C1 1.580 -0.154 -0.973
C2 -0.360 1.578 0.436
C3 -0.281 -1.687 -0.958
C4 0.360 -2.455 -1.922
C5 0.340 -0.530 -0.481
C6 2.206 -0.921 -1.939
C7 1.595 -2.070 -2.410
H1 -2.056 -3.118 -1.200
H2 2.078 -2.673 -3.163
H3 2.039 0.747 -0.601
H4 3.169 -0.622 -2.318
H5 -0.197 2.610 3.754
H6 -0.119 -3.348 -2.298
H7 -1.836 -0.114 1.761
H8 -0.094 3.322 -0.266
H9 -0.340 -0.370 2.408

=====

b) Molecular formula: C7H9N3O3S2
Method: DFT, ωB97M-V/def2-TZVPD

- HOMO (alpha / beta): -8.70 / -8.85 eV
- Net charge: 0

Cartesian coordinates (Å):
S1 2.051 -0.211 0.472
S2 -0.148 1.488 -0.570
O1 -0.969 0.469 -1.186
O2 -0.549 -2.883 1.094
O3 -0.333 1.693 0.877
N1 -0.421 -0.970 2.249
N2 1.072 -0.066 -4.400
N3 0.802 -1.224 0.160
C1 0.926 -0.585 -3.395
C2 -1.455 -1.447 3.161
C3 -0.088 -1.767 1.211
C4 1.030 -1.271 -2.214
C5 1.601 0.958 -0.716
C6 0.722 -1.858 -1.107
C7 -0.378 3.093 -1.390
H1 0.376 3.726 -0.998
H2 -0.234 3.143 -2.482
H3 2.305 1.807 -0.927
H4 -0.225 0.074 2.342
H5 -0.957 -2.061 3.947
H6 -1.811 -0.560 3.572
H7 -2.179 -2.123 2.668
H8 -1.373 3.407 -1.234
H9 0.238 -2.833 -1.132

=====

Winner for stability: a)

=====

a) Molecular formula: C5H9NS2
Method: DFT, ωB97M-V/def2-TZVPD

- HOMO (alpha / beta): -8.09 / -8.09 eV
- Net charge: 0

Cartesian coordinates (Å):
S1 3.745 -1.288 -1.148
S2 3.615 1.004 0.831
N1 1.355 0.567 -1.290
C1 3.025 -0.034 -0.235
C2 -0.029 -0.159 0.661
C3 0.275 0.420 -0.708
C4 -0.924 0.662 1.544
C5 -0.982 0.944 -1.396
H1 -0.679 -1.020 0.430
H2 -0.711 1.854 -1.885
H3 -1.047 0.190 2.489
H4 -1.898 0.669 1.118
H5 4.896 -1.307 -0.462
H6 -0.570 1.710 1.565
H7 -1.497 0.231 -2.197
H8 0.907 -0.702 1.237
H9 -1.704 1.124 -0.504

=====

b) Molecular formula: C5H9NS2
Method: DFT, ωB97M-V/def2-TZVPD

- HOMO (alpha / beta): -9.02 / -7.45 eV
- Net charge: 0

Cartesian coordinates (Å):
S1 1.775 0.387 0.691
S2 -1.986 0.364 0.566
N1 0.192 -0.622 -2.398
C1 -0.278 0.080 -1.600
C2 2.715 -1.137 1.091
C3 -0.956 0.902 -0.660
C4 -1.748 -1.407 0.584
C5 -0.855 2.422 -0.933
H1 -0.776 -1.417 1.114
H2 2.286 -2.070 0.872
H3 3.548 -1.013 0.506
H4 -1.928 -1.901 -0.431
H5 -2.493 -1.878 1.236
H6 0.208 2.549 -0.995
H7 -1.546 2.706 -1.710
H8 -1.052 3.027 -0.120
H9 2.896 -0.993 2.187

=====

Winner for stability: b)

=====

a) Molecular formula: C5H9NS2
Method: DFT, ωB97M-V/def2-TZVPD

- HOMO: -8.65 eV
- Net charge: 0

Cartesian coordinates (Å):
S1 -3.096 -0.675 -0.486
S2 2.112 -0.956 -0.385
N1 -0.498 0.746 -1.120
C1 -1.862 -0.534 0.536
C2 0.387 1.770 -0.460
C3 -0.501 -0.130 0.031
C4 0.182 1.004 0.899
C5 0.362 -1.349 0.044
H1 -0.051 -2.175 -0.604
H2 1.487 1.759 -0.699
H3 0.040 2.758 -0.607
H4 2.554 -2.203 -0.697
H5 -0.176 0.393 -2.010
H6 -1.893 -0.840 1.559
H7 0.378 -1.755 1.047
H8 -0.512 1.520 1.553
H9 1.087 0.668 1.400

=====

b) Molecular formula: C5H9NS2
Method: DFT, ωB97M-V/def2-TZVPD

- HOMO: -8.41 eV
- Net charge: 0

Cartesian coordinates (Å):
S1 -2.859 -1.567 -1.008
S2 -0.307 -0.576 -1.629
N1 -0.124 -1.559 1.504
C1 0.341 1.934 -1.217
C2 -1.150 -0.601 0.975
C3 -1.556 -1.010 -0.328
C4 0.783 0.512 -0.920
C5 1.819 0.068 -0.205
H1 2.123 -1.069 -0.357
H2 -1.935 -0.626 1.525
H3 2.512 0.709 0.370
H4 0.760 -0.765 1.908
H5 -0.864 -2.630 2.408
H6 0.364 1.875 -2.334
H7 -0.589 0.439 0.941
H8 1.271 2.517 -0.838
H9 -0.588 2.349 -0.796

=====

Winner for stability: a)

=====

a) Molecular formula: C5H9NS2
Method: DFT, ωB97M-V/def2-TZVPD

- HOMO: -8.62 eV
- Net charge: 0

Cartesian coordinates (Å):
S1 0.568 -1.990 -0.462
S2 1.607 0.952 1.597
N1 -1.141 0.174 -1.101
C1 -1.889 0.756 -0.130
C2 -0.791 1.153 -2.258
C3 -0.450 -1.234 0.744
C4 -0.629 0.119 0.239
C5 0.438 1.112 0.528
H1 -0.018 0.857 -2.888
H2 1.766 -1.479 0.076
H3 -2.815 0.363 0.536
H4 0.451 2.061 -0.241
H5 -0.532 -1.466 1.889
H6 -1.535 -1.507 0.492
H7 -1.993 1.777 -0.183
H8 -1.540 1.255 -2.958
H9 -0.675 2.096 -1.929

=====

b) Molecular formula: C5H9NS2
Method: DFT, ωB97M-V/def2-TZVPD

- HOMO: -8.51 eV
- Net charge: 0

Cartesian coordinates (Å):
S1 0.727 0.778 0.241
S2 1.528 -0.953 -2.381
N1 -0.338 0.492 -1.103
C1 1.734 -0.970 2.084
C2 -1.588 1.086 -1.154
C3 0.813 -0.924 0.861
C4 -2.164 1.802 -0.202
C5 0.108 -0.240 -2.175
H1 -0.663 -0.275 -2.960
H2 1.787 -2.017 2.432
H3 -0.192 -1.254 1.189
H4 1.313 -0.404 2.916
H5 2.711 -0.619 1.813
H6 -3.172 2.182 -0.314
H7 1.222 -1.583 0.107
H8 -1.744 1.928 0.758
H9 -2.082 0.973 -2.112

=====

Winner for stability: b)

=====

a) Molecular formula: C2H5Br3NO
Method: DFT, ωB97M-V/def2-TZVPD

- HOMO: -13.61 eV
- Net charge: +1

Cartesian coordinates (Å):
Br1 3.994 0.696 -1.061
Br2 2.548 -0.976 1.131
Br3 -0.380 1.896 1.040
O1 2.588 1.711 1.070
N1 -0.451 -0.827 0.226
C1 0.093 0.444 -0.412
C2 2.987 0.739 0.531
H1 -1.393 -0.799 0.595
H2 -0.041 -0.958 1.121
H3 -0.135 -1.530 -0.314
H4 0.950 2.182 1.394
H5 -0.648 0.891 -1.126

=====

b) Molecular formula: C2H5Br3NO
Method: DFT, ωB97M-V/def2-TZVPD

- HOMO: -14.40 eV
- Net charge: +1

Cartesian coordinates (Å):
Br1 0.506 -1.286 1.878
Br2 2.116 -1.972 -1.266
Br3 0.193 0.560 -2.220
O1 -0.833 -1.553 -0.744
N1 -0.744 1.336 0.978
C1 0.809 -0.296 0.387
C2 0.176 -0.774 -0.849
H1 -1.191 -1.578 -1.642
H2 1.543 0.409 0.465
H3 -1.530 1.548 0.373
H4 -0.215 2.138 0.654
H5 -0.831 1.470 1.986

=====

Winner for stability: b)

=====

a) Molecular formula: C5H6NO
Method: DFT, ωB97M-V/def2-TZVPD

- HOMO: -14.12 eV
- Net charge: +1

Cartesian coordinates (Å):
O1 2.960 0.808 1.462
N1 0.114 -0.501 -0.417
C1 0.525 -1.746 -0.277
C2 2.023 0.630 0.751
C3 -1.280 -0.022 -0.493
C4 -1.663 0.971 0.270
C5 0.972 0.624 -0.261
H1 0.516 1.513 -0.706
H2 1.691 -1.820 -0.260
H3 -0.166 -2.558 -0.111
H4 -2.007 -0.577 -1.163
H5 -1.010 1.448 0.910
H6 -2.673 1.229 0.294

=====

b) Molecular formula: C5H6NO
Method: DFT, ωB97M-V/def2-TZVPD

- HOMO: -13.95 eV
- Net charge: +1

Cartesian coordinates (Å):
O1 2.444 -0.384 0.029
N1 -1.254 -1.070 0.111
C1 1.195 -0.101 -0.258
C2 -1.890 0.094 -0.011
C3 -1.064 1.200 -0.217
C4 -0.224 -1.652 0.077
C5 0.412 0.967 0.140
H1 2.674 0.038 0.843
H2 0.685 1.791 0.715
H3 1.085 -0.596 -1.282
H4 -1.385 2.210 -0.347
H5 0.296 -2.684 -0.097
H6 -2.976 0.188 0.296

=====

Winner for stability: a)